Record 1
C4H7NO | ωB97M-V/def2-TZVPD

Cartesian coordinates (Å):
C  0.54516  1.92621  -0.02530
C  0.72877  0.55318  -0.60686
O  0.43284  -0.37018  0.43869
C  -0.97285  -2.20244  -0.22088
C  -0.77191  -0.93096  0.31311
N  -1.98643  -0.72864  0.47163
H  1.14671  2.01357  0.88498
H  0.84695  2.69181  -0.73687
H  -0.50595  2.07099  0.24110
H  1.75928  0.36100  -0.91936
H  0.07248  0.38478  -1.47511
H  -0.75544  -3.07620  0.39354
H  -0.86015  -2.30469  -1.30150

Gap between HOMO and LUMO ... 10.106 eV
ΔE to the lowest compared entry with this formula, charge and spin ... 97.1 kcal per mole



Record 2
FH3OP2 | ωB97M-V/def2-TZVPD

Cartesian coordinates (Å):
O  1.31599  -1.33032  0.78864
P  1.16036  0.05444  -0.40604
F  2.27996  1.03981  0.22598
P  -0.60802  0.99883  0.46352
H  0.92117  -2.04868  0.28040
H  -1.45924  0.07265  -0.20842
H  -0.43654  2.05970  -0.32347

Gap between HOMO and LUMO ... 9.726 eV
ΔE to the lowest compared entry with this formula, charge and spin ... 11.4 kcal per mole
Structure (SMILES) ... OP(F)#[PH2]



Record 3
C4H11N2O | ωB97M-V/def2-TZVPD

Cartesian coordinates (Å):
C  0.65221  3.48516  1.82317
C  -0.45409  -0.83887  -0.20158
C  -1.15575  -0.99313  1.17358
C  0.20360  -2.11724  -2.15998
N  1.03572  2.75215  0.91398
N  -0.47948  -1.88518  -0.93918
O  0.15779  0.28276  -0.54939
H  -0.40110  3.34594  2.10622
H  1.15936  4.50179  2.14733
H  -1.64586  -1.88357  1.21241
H  -1.74668  -0.03148  1.33314
H  -0.42802  -1.12956  2.01274
H  -0.48960  -2.65022  -2.79987
H  0.41917  -1.22697  -2.59148
H  1.01875  -2.85934  -2.09352
H  1.94831  3.02539  0.50991
H  -1.07784  -2.66714  -0.61812
H  -0.07277  1.17341  -0.15905

Gap between HOMO and LUMO ... 10.439 eV
ΔE to the lowest compared entry with this formula, charge and spin ... 57.9 kcal per mole
Total charge ... +1



Record 4
C39H67BF16N6O20P3S | ωB97M-V/def2-TZVPD

Cartesian coordinates (Å):
C  2.98870  -3.60665  0.29239
C  1.76958  -3.49422  -0.22003
C  0.98206  -2.12011  -0.38634
C  1.25256  -1.74061  1.10640
O  0.46598  -0.80869  1.88404
N  1.20046  -0.45192  3.02082
O  0.41062  -0.39621  3.89096
C  1.82600  -1.46855  -1.54015
P  2.67735  -2.57545  -2.86522
N  3.38966  -3.89244  -2.55057
O  3.81855  -1.68510  -3.66294
O  1.62353  -2.89130  -4.11128
P  3.27161  -0.36460  -0.97306
O  4.58462  -1.25353  -0.75194
O  3.03416  0.49811  0.36654
S  3.80582  1.04922  -2.23017
C  1.02754  -0.48732  -2.53169
C  -0.53968  -0.57289  -2.55225
F  -0.96836  0.77611  -2.58066
B  -0.92406  -0.98063  -4.07268
O  -0.42240  -0.03614  -5.01182
N  -1.79417  -1.99849  -4.67795
C  -2.61597  -1.29787  -5.72668
C  -1.08789  -3.03530  -5.45960
C  -1.18464  -1.10767  -1.25586
C  -2.75677  -1.19689  -1.20420
C  -3.69486  -0.54639  -2.23205
C  -3.96786  0.96709  -2.25817
O  -5.25650  1.13979  -2.86003
C  -5.20933  1.88991  -4.06754
P  -1.16844  0.43668  -0.08186
N  0.15077  1.27430  0.11706
N  -0.49365  -2.35925  -0.69257
C  -0.63412  -3.51535  -1.66556
C  -1.95792  -3.97412  -2.31351
N  -1.62153  -5.14021  -3.15198
C  -1.23935  -2.83942  0.50661
O  -0.67353  -3.95796  1.18394
C  -1.60361  -4.46297  2.09031
C  -2.12982  -5.87983  1.90124
O  -1.96134  -3.83362  3.00010
H  3.37708  -3.12804  1.18809
H  3.64082  -4.35738  -0.14356
H  1.33536  -4.48610  -0.30292
H  1.18979  -2.60983  1.76407
H  2.28491  -1.43164  1.29195
H  4.38015  -3.86540  -2.76041
H  3.39724  -1.07229  -4.28496
H  1.64752  -2.18202  -4.76714
H  5.34462  -0.65000  -0.81570
H  2.57130  1.33609  0.19393
H  1.45134  -0.50940  -3.53016
H  1.21636  0.56607  -2.28610
H  0.27059  -0.49830  -5.50304
H  -2.98912  -0.33697  -5.37919
H  -3.50395  -1.92973  -5.86533
H  -2.09862  -1.24737  -6.68482
H  -1.85317  -3.57590  -6.02932
H  -0.56616  -3.78397  -4.86226
H  -0.38652  -2.62904  -6.21065
H  -3.16720  -0.89504  -0.22379
H  -3.14006  -2.22177  -1.18881
H  -4.69697  -0.92316  -1.97521
H  -3.62779  -0.89627  -3.26813
H  -4.08111  1.37837  -1.24568
H  -3.27025  1.57974  -2.83425
H  -4.37810  1.60551  -4.72004
H  -5.23223  2.96722  -3.85830
H  -6.11924  1.64293  -4.61898
H  -1.69114  0.05268  1.18769
H  -2.13389  1.35972  -0.54390
H  0.87735  0.77379  -0.37761
H  -0.37894  -4.46959  -1.21173
H  0.08928  -3.37273  -2.47457
H  -2.60026  -3.26804  -2.83091
H  -2.61177  -4.39306  -1.52318
H  -2.31865  -5.21043  -3.88554
H  -1.74494  -5.98053  -2.59796
H  -2.20540  -3.26115  0.21786
H  -1.48366  -2.06246  1.23449
H  -2.13826  -6.34520  2.88659
H  -3.15745  -5.86866  1.53509
H  -1.46210  -6.44587  1.24743
C  2.66154  -1.35793  5.58165
C  3.68180  -0.84528  6.57581
O  3.88634  -1.78688  7.64429
C  4.69785  -2.80324  7.36330
O  5.25423  -2.98214  6.32104
C  4.85900  -3.70123  8.59557
F  3.66951  -3.97537  9.16077
F  5.62609  -3.11472  9.52696
F  5.42952  -4.86795  8.29023
H  1.72942  -1.60866  6.09118
H  2.44811  -0.61939  4.82071
H  3.01407  -2.26822  5.09192
H  3.31485  0.06979  7.03662
H  4.63192  -0.60774  6.09767
C  -6.94467  3.41937  -10.38669
C  -5.88377  3.88956  -9.41454
O  -5.64485  2.90435  -8.38733
C  -4.86690  1.88528  -8.72527
O  -4.35556  1.71311  -9.78993
C  -4.67487  0.95943  -7.51842
F  -5.83240  0.69228  -6.89540
F  -3.84803  1.51115  -6.59948
F  -4.14395  -0.21819  -7.85387
H  -7.85872  3.15290  -9.85440
H  -7.17135  4.20112  -11.11055
H  -6.61819  2.53241  -10.92922
H  -6.22360  4.78615  -8.90018
H  -4.95291  4.13976  -9.92266
C  2.89914  4.28481  1.55118
C  2.43933  5.21909  0.45152
O  3.47057  6.16172  0.09896
C  4.42646  5.70374  -0.70232
O  4.49340  4.59139  -1.13249
C  5.41696  6.82711  -1.03440
F  5.77860  7.50999  0.06376
F  4.87240  7.70487  -1.89460
F  6.52894  6.34856  -1.59454
H  3.24457  4.85061  2.40885
H  2.08328  3.62907  1.86219
H  3.73402  3.66318  1.22068
H  1.59370  5.81156  0.79880
H  2.10944  4.67077  -0.43140
C  1.25261  11.30073  3.96202
C  2.35576  10.52610  3.27258
O  2.48861  9.20297  3.82878
C  1.61127  8.30243  3.41037
O  0.73088  8.49196  2.62414
C  1.91439  6.94332  4.05242
F  2.13475  7.04216  5.37060
F  3.01305  6.38521  3.50398
F  0.90899  6.07638  3.89215
H  1.41924  11.32426  5.03972
H  1.21298  12.32289  3.58719
H  0.28089  10.83572  3.79689
H  3.31194  11.01950  3.43447
H  2.19759  10.46997  2.19585
C  1.14772  -5.66157  8.80143
C  -0.12287  -5.17792  9.46108
O  -0.75684  -4.15724  8.66473
C  -1.46873  -4.58076  7.62931
O  -1.62561  -5.72104  7.30514
C  -2.11512  -3.38510  6.92047
F  -1.24035  -2.38278  6.72153
F  -3.12860  -2.88523  7.64683
F  -2.61118  -3.72367  5.72766
H  1.80722  -4.82563  8.59828
H  1.66645  -6.37605  9.43992
H  0.93633  -6.14426  7.84655
H  0.10954  -4.71746  10.41934
H  -0.81682  -5.99533  9.65542

Gap between HOMO and LUMO ... 8.376 eV
Total charge ... +1



Record 5
Cl2N5O23V | ωB97M-V/def2-TZVPD

Cartesian coordinates (Å):
V  0.91952  0.07751  -0.98760
Cl  -7.25296  -0.72220  0.45022
O  -6.67187  0.02119  -0.65009
O  -8.49001  -1.23667  -0.02279
O  -6.48236  -1.85993  0.95134
O  -7.48993  0.13986  1.54228
Cl  0.37915  -3.81424  -0.79442
O  1.52525  -4.59867  -1.07398
O  -0.20559  -4.16804  0.48795
O  0.94251  -2.44135  -0.69942
O  -0.60195  -3.94553  -1.74478
N  0.64787  -0.40251  1.53283
O  0.03461  -0.55884  0.43734
O  1.85758  -0.40326  1.60165
O  0.11490  -0.25639  2.57661
N  3.55770  -1.19730  -1.41135
O  4.56781  -0.81325  -0.88840
O  2.68675  -0.18978  -1.19212
O  3.19715  -2.16258  -2.00439
N  4.49169  4.31587  5.14403
O  3.35705  4.48329  4.50358
O  5.37833  3.56251  4.78923
O  4.74114  5.11737  6.05988
N  -0.60273  0.32917  -3.35207
O  0.05957  -0.45572  -2.63282
O  -1.72011  0.87525  -3.07525
O  -0.03091  0.63999  -4.45070
N  0.22980  2.47369  -1.30696
O  1.39688  2.06471  -1.73920
O  -0.47298  1.51153  -0.74083
O  -0.06389  3.61432  -1.30979

Gap between HOMO and LUMO (alpha / beta) ... 2.206 / 6.115 eV
2S+1 ... 4
Total charge ... -5



Record 6
C3H8N3O2 | ωB97M-V/def2-TZVPD

Cartesian coordinates (Å):
N  2.40242  -2.06457  -0.54438
C  1.20840  -1.28353  -0.52318
O  0.41707  -1.51820  0.42193
O  1.10548  -0.41752  -1.42763
H  2.22851  -2.97440  -0.14506
H  2.82747  -2.09239  -1.45882
C  0.17925  2.11602  1.02439
N  -1.18125  1.95974  0.54738
C  -1.61310  0.73043  0.13778
N  -2.84338  0.40033  0.32945
H  0.20906  2.03635  2.11612
H  0.77584  1.30838  0.60293
H  0.61088  3.07341  0.72414
H  -1.90509  2.61664  0.78289
H  -0.92882  0.13451  -0.45745
H  -2.94753  -0.55628  0.01352

Gap between HOMO and LUMO ... 8.550 eV
ΔE to the lowest compared entry with this formula, charge and spin ... 9.0 kcal per mole
Total charge ... -1



The E results, record by record, are as follows: -286.4770, -859.6133, -343.4718, -6404.1030, -3867.2646, -433.9336 Eh.